The following is a DFT calculation (ωB97M-V/def2-TZVPD) of C7H12N2O3 in the gas phase.

Output
Frontier orbital gap = 9.7 eV
Electronic energy = -16570.380 eV
ΔE to the lowest compared entry with this formula, charge and spin = 149.3 kcal/mol
Structure (SMILES) = CC1=NOC(C)(C)[C@@]1(C)[N+](=O)[O-]

Cartesian coordinates (Å):
C (-2.01851, 1.94793, -0.55008)
C (-0.79138, 1.41611, 0.14046)
N (0.10797, 2.05499, 0.77833)
O (1.15721, 1.19481, 1.04985)
C (1.20326, -0.13158, 0.62253)
C (1.20234, -1.08328, 1.83296)
C (2.24973, -0.49873, -0.38071)
C (-0.47002, -0.05378, -0.22008)
C (-0.47679, -0.44428, -1.67253)
N (-1.49830, -0.93053, 0.51642)
O (-1.61619, -0.62129, 1.67959)
O (-2.16730, -1.78604, -0.06372)
H (-1.58088, 2.49488, -1.37243)
H (-2.41884, 2.62760, 0.18071)
H (-2.57207, 1.14624, -0.94749)
H (0.30181, -1.05063, 2.32175)
H (1.98676, -0.71678, 2.60020)
H (1.46664, -2.07700, 1.62402)
H (2.05832, -0.10259, -1.34745)
H (2.19923, -1.59347, -0.48698)
H (3.16291, -0.18130, 0.03903)
H (-1.52489, -0.85170, -2.00060)
H (0.30796, -1.15473, -1.96035)
H (-0.26897, 0.39512, -2.38343)